{"formula": "C8H18F4N3O3S", "method": "the ωB97M-V functional and the def2-TZVPD basis", "elements": ["N", "C", "C", "N", "C", "F", "F", "F", "S", "O", "O", "F", "H", "H", "H", "H", "C", "N", "C", "C", "C", "C", "O", "H", "H", "H", "H", "H", "H", "H", "H", "H", "H", "H", "H", "H", "H"], "coordinates": [[2.1166, 2.3097, -0.4445], [1.5821, 1.8962, -1.5595], [0.2574, 2.4495, -2.2453], [-0.6964, 3.1246, -1.3092], [-0.7818, 4.5751, -1.5294], [-1.2494, 5.2760, -0.3975], [-1.6438, 4.9421, -2.5824], [0.4672, 5.1570, -1.8292], [-2.2434, 2.3686, -1.2701], [-2.0971, 1.1774, -0.3530], [-3.3108, 3.2557, -0.6916], [-2.7877, 1.9495, -2.7925], [1.5086, 3.0614, -0.0778], [2.1517, 1.0786, -2.1253], [-0.2947, 1.5294, -2.6637], [0.5590, 3.0649, -3.1503], [1.1289, -2.0955, -0.1406], [-0.0722, -2.0429, 0.7834], [-1.3164, -2.2627, -0.0514], [-0.1506, -0.6811, 1.4228], [-0.0110, -3.1580, 1.8369], [1.1636, -3.0702, 2.8085], [2.4020, -3.1637, 2.1196], [0.9142, -1.4720, -1.0106], [1.9974, -1.6904, 0.3732], [1.2878, -3.1285, -0.4487], [-1.3778, -1.4729, -0.8003], [-2.1852, -2.2255, 0.6073], [-1.2412, -3.2393, -0.5319], [0.7760, -0.4861, 1.9618], [-1.0023, -0.6688, 2.1041], [-0.2808, 0.0618, 0.6356], [0.0326, -4.0973, 1.2799], [-0.9512, -3.1157, 2.3920], [1.1004, -3.9071, 3.5108], [1.1405, -2.1426, 3.3871], [3.1078, -3.1571, 2.7820]], "lowdin_charge": [0.10, -0.20, -0.16, -0.10, -0.48, 0.11, 0.10, 0.11, 0.83, -0.30, -0.24, -0.17, 0.05, 0.12, 0.12, 0.15, 0.02, -0.34, 0.02, 0.02, -0.08, -0.22, -0.06, 0.10, 0.10, 0.12, 0.10, 0.12, 0.11, 0.11, 0.12, 0.07, 0.14, 0.14, 0.14, 0.12, 0.11], "lumo_ev": -3.69, "total_charge": 1, "orbital_gap_ev": 10.10}